No. 1
This record from the OMol25 dataset describes a cluster of 2 separate species, C4H9N2 in total in a non-equilibrium geometry. The level of theory is ωB97M-V/def2-TZVPD.

```
15
Properties=species:S:1:pos:R:3:mulliken_charge:R:1
N -1.265 0.141 -0.347 0.760
N -2.340 0.716 -0.176 -0.968
C -2.305 -0.710 0.127 -0.158
C 0.082 0.281 -0.434 0.480
C 0.539 1.606 0.181 -1.229
C 0.837 -0.977 -0.071 -1.177
H 0.627 0.552 -1.855 0.337
H -2.284 -1.003 1.172 0.297
H 1.595 1.764 -0.023 0.409
H 0.365 -1.859 -0.502 0.402
H -2.780 -1.399 -0.558 0.287
H 1.857 -0.931 -0.441 0.412
H 0.395 1.583 1.262 0.365
H -0.026 2.443 -0.224 0.423
H 0.884 -1.103 1.009 0.359
```

The spin multiplicity is 3. Its net charge is +1. The value obtained for the HOMO energy (spin up / spin down) is -13.3 / -16.1 eV. The relative energy (zero: lowest compared OMol25 entry of this formula, charge and spin) is 91.6 kcal/mol. Its HOMO-LUMO gap (spin up / spin down) is 9.3 / 6.8 eV. The max |F| is 0.167 hartree/bohr.


No. 2
This record from the OMol25 dataset describes an isolated molecule of C3H8N4S in a non-equilibrium geometry. The level of theory is ωB97M-V/def2-TZVPD.

```
16
Properties=species:S:1:pos:R:3:mulliken_charge:R:1
S 3.795 -0.712 -0.133 -0.161
N 0.081 0.041 -0.337 0.083
N -0.937 -0.713 0.266 -0.353
N 2.470 0.172 0.261 -0.413
N -3.430 -0.676 -0.033 -0.569
C -2.194 -0.724 -0.393 -0.012
C -0.068 1.468 -0.063 -0.795
C 1.353 -0.517 -0.072 -0.094
H -2.223 -0.808 -1.507 0.356
H -3.492 -0.902 0.939 0.207
H 1.356 -1.582 0.045 0.443
H 1.012 1.742 -0.415 0.351
H -0.863 -0.750 1.355 0.297
H -0.846 1.774 -0.788 0.276
H -0.502 1.761 1.051 0.234
H 4.489 0.427 -0.174 0.151
```

The spin multiplicity is 1. The value obtained for the HOMO energy is -8.2 eV. The relative energy (zero: lowest compared OMol25 entry of this formula, charge and spin) is 90.6 kcal/mol. Its SMILES is [H]/N=C\NN(C)/C=N/S. Its HOMO-LUMO gap is 8.7 eV. The max |F| is 0.123 hartree/bohr.


No. 3
This record from the OMol25 dataset describes an isolated molecule of C2H2FP in a non-equilibrium geometry. The level of theory is ωB97M-V/def2-TZVPD.

```
6
Properties=species:S:1:pos:R:3:mulliken_charge:R:1
P 0.392 0.077 -0.120 0.184
F -1.979 -0.607 0.247 -0.082
C -1.073 -0.711 -0.709 -0.070
C 0.241 1.775 -0.017 -0.257
H 1.567 -0.388 -0.680 0.118
H 0.852 -0.146 1.280 0.107
```

The spin multiplicity is 1. The value obtained for the HOMO energy (spin up / spin down) is -8.7 / -9.1 eV. The relative energy (zero: lowest compared OMol25 entry of this formula, charge and spin) is 211.5 kcal/mol. Its HOMO-LUMO gap (spin up / spin down) is 6.8 / 7.3 eV. The max |F| is 0.074 hartree/bohr.


No. 4
This record from the OMol25 dataset describes an isolated molecule of C5H6O. The level of theory is ωB97M-V/def2-TZVPD.

```
12
Properties=species:S:1:pos:R:3:mulliken_charge:R:1
O -2.877 1.909 -0.115 -0.432
C -1.735 2.309 -0.069 -0.255
C -0.593 1.428 -0.175 0.217
C 1.217 -0.493 0.164 -0.416
C 0.295 0.615 -0.072 0.215
C 0.521 -1.833 -0.105 -1.098
H 2.127 -0.387 -0.437 0.286
H -1.503 3.375 0.104 0.273
H 1.151 -2.667 0.218 0.331
H -0.426 -1.876 0.442 0.326
H 0.297 -1.950 -1.169 0.303
H 1.526 -0.431 1.215 0.250
```

The spin multiplicity is 1. The value obtained for the HOMO energy is -10.3 eV. The relative energy (zero: lowest compared OMol25 entry of this formula, charge and spin) is 42.0 kcal/mol. Its SMILES is CCC#CC=O. Its HOMO-LUMO gap is 10.7 eV. The max |F| is 0.011 hartree/bohr.


Number 1: energy -266.7813 Eh. Number 2: energy -736.1737 Eh. Number 3: energy -518.2514 Eh. Number 4: energy -269.2793 Eh.